Record 1
{"formula": "C3H4GdO4", "method": "wB97M-V/def2-TZVPD", "multiplicity": 8, "fmax_ha_per_bohr": 0.0657, "charge": 1, "energy_ha": -1183.0304, "lumo_ev": [-4.87, -5.43], "e_homo_ev": [-13.23, -13.90], "de_lowest_ev": 0.0000, "elements": ["Gd", "C", "H", "O", "C", "O", "H", "C", "H", "O", "O", "H"], "xyz": [[2.3338, 0.8137, 0.8613], [-0.1749, -0.3189, 0.2649], [-2.5739, -1.8306, -1.2766], [-2.5037, 0.9566, 0.5634], [-3.1211, -0.0860, -0.0654], [0.3551, -0.4044, 1.4326], [-1.7437, -0.2767, -1.7353], [-2.1356, -0.8909, -0.9143], [-3.9249, 0.2204, -0.7831], [-1.0198, -1.2708, -0.0805], [0.4765, 0.3388, -0.6285], [-3.5783, -0.8152, 0.6516]]}

---

Record 2
{"formula": "C23H34NO2P2PrTe", "method": "wB97M-V/def2-TZVPD", "multiplicity": 3, "fmax_ha_per_bohr": 0.0575, "energy_ha": -2569.6315, "lumo_ev": [0.05, 0.13], "e_homo_ev": [-5.95, -5.94], "de_lowest_ev": 2.0899, "elements": ["N", "H", "C", "O", "H", "C", "C", "H", "Pr", "C", "C", "C", "C", "C", "C", "H", "H", "H", "C", "H", "H", "H", "H", "P", "C", "H", "H", "C", "C", "H", "H", "H", "H", "H", "H", "H", "O", "P", "H", "H", "C", "C", "H", "H", "C", "C", "H", "C", "C", "C", "C", "H", "H", "Te", "H", "H", "H", "H", "C", "H", "C", "H", "H", "H"], "xyz": [[1.7883, -1.2937, 0.1100], [2.1224, 3.9114, 1.5592], [2.2871, 1.3651, 3.5692], [2.4523, 2.4765, -3.7132], [2.3487, -4.3884, -1.0216], [-1.5807, 3.1675, 0.6927], [-2.5355, -2.3599, -1.5534], [-0.2532, 1.4364, -0.2799], [-0.1847, -0.1608, 0.8661], [-2.9307, -3.1707, 2.0689], [3.0744, -0.8997, 0.4873], [4.1340, -1.7746, 0.2034], [-4.7842, -1.1406, 1.5140], [-2.5559, -1.8226, 2.2623], [3.2843, 0.3520, 1.1144], [6.7605, 2.6335, -1.6647], [-5.5122, -0.3495, 1.2909], [-4.5364, -4.5381, 1.5831], [-0.9667, 2.7036, -0.5430], [5.1524, -1.4441, 0.4792], [6.0787, 1.5123, -2.4987], [2.7381, 2.3780, -2.7860], [-0.3670, -3.1916, 0.2509], [-0.9082, -1.5795, -1.5352], [-4.2435, -3.4954, 1.6655], [-3.2105, -1.6751, -2.0742], [-4.4215, 4.5134, -0.5848], [0.1260, -2.9114, -0.6917], [3.8996, -3.0274, -0.2918], [4.7135, -3.7318, -0.4728], [-2.5020, -3.3196, -2.0781], [1.5138, 2.1481, -3.7029], [0.0796, 2.8679, -0.6937], [3.7095, 3.3377, 2.1002], [4.4172, 0.6045, 1.2271], [-1.0880, 2.9150, 1.6342], [6.1593, 1.8513, -1.5888], [2.1077, 1.4935, 1.7335], [3.2898, 1.6972, 3.8818], [-3.4294, 3.8013, -2.7672], [-2.8281, 3.7289, 0.6697], [-3.4828, -0.7865, 1.9339], [-1.1791, 2.6593, -2.7413], [-6.1810, -2.7378, 1.0878], [2.8788, 3.1325, 1.4083], [-0.3336, -1.7366, -3.2649], [-0.6315, -2.7092, -3.7045], [-5.1592, -2.4690, 1.3928], [-2.8849, 3.6289, -1.8362], [-3.4367, 4.0098, -0.5769], [1.5630, -2.5150, -0.4000], [-0.7996, -0.9163, -3.8382], [-3.3500, 3.9926, 1.6142], [-0.7626, -1.6835, 3.4331], [3.2323, 3.1975, 0.3714], [0.0725, -3.7713, -1.3650], [-3.2059, 0.2590, 2.0980], [2.1080, 0.3245, 3.8695], [2.5972, -3.4431, -0.5792], [-2.2099, -3.9476, 2.3261], [-1.6119, 3.0247, -1.8365], [-2.9121, -2.5074, -0.5364], [1.5275, 1.9987, 4.0515], [0.7626, -1.6249, -3.3295]]}

---

Record 3
{"formula": "C23H35N5O5", "method": "wB97M-V/def2-TZVPD", "multiplicity": 1, "fmax_ha_per_bohr": 0.0122, "smiles": "CCCCn1c(N)c(N(CCC(C)C)C(=O)CN2C(=O)[C@H]3CCCC[C@H]3C2=O)c(=O)[nH]c1=O", "energy_ha": -1547.5726, "lumo_ev": 0.43, "e_homo_ev": -8.58, "de_lowest_ev": 0.0000, "elements": ["H", "C", "H", "H", "H", "H", "H", "H", "C", "C", "H", "H", "C", "H", "H", "C", "H", "C", "C", "H", "C", "N", "H", "N", "C", "O", "C", "C", "H", "H", "H", "H", "H", "H", "C", "C", "H", "H", "O", "C", "O", "C", "C", "H", "H", "H", "C", "H", "H", "H", "N", "H", "H", "C", "C", "O", "N", "H", "H", "N", "H", "C", "O", "H", "C", "C", "C", "H"], "xyz": [[1.9300, -1.0689, 3.3582], [3.4472, -1.9864, 2.0863], [5.3347, -4.2736, 0.2941], [1.6967, 0.1550, 1.7876], [-5.3895, 4.4836, 1.2491], [-3.2033, 4.1094, 2.4514], [-5.2340, 5.6814, -0.9449], [-3.2934, -0.0116, 0.8067], [-3.0985, 5.4149, -1.1498], [-3.3251, 3.9511, 1.3710], [3.4675, -1.1928, 1.3364], [5.2527, -2.5244, 0.0748], [-1.3795, 2.7038, 0.8012], [-2.3478, 3.4167, -1.3276], [1.9921, -1.6868, -0.9572], [-0.4984, -1.0512, -2.2509], [2.6146, -3.7617, -2.2143], [1.7919, -3.1239, -2.5316], [-3.6370, 2.4737, 1.2203], [3.0123, -3.5031, 0.6196], [-2.2892, 0.4211, 0.7665], [-2.4227, 1.8372, 1.0152], [-1.0784, 4.6317, -1.1986], [1.1091, -0.1222, 1.0223], [0.9575, -0.7257, -2.5875], [-2.0843, 1.0458, -1.5215], [0.4532, -3.5648, 1.9901], [3.4008, -1.2093, -2.4891], [5.8990, -3.1971, 1.5711], [4.1771, -1.8653, -2.1020], [-2.8209, 6.3632, -0.6833], [0.6384, 0.6409, 0.5459], [3.4723, -1.2022, -3.5745], [4.2241, -1.7727, 2.8231], [2.1034, -2.0057, 2.8193], [2.0193, -1.6934, -2.0492], [3.6578, -4.1279, 2.1346], [-4.7129, 3.9978, -1.0692], [-0.2273, 2.3558, 0.6695], [-2.0635, 4.3462, -0.8269], [0.8321, -4.3812, 2.7974], [-1.0477, -2.9789, 0.1028], [5.1450, -3.3297, 0.7985], [1.1768, 0.2812, -2.2251], [-1.6587, -0.0445, 1.5251], [-3.1288, 5.5640, -2.2298], [-1.9588, 4.0915, 0.6916], [-1.1467, -0.4355, -2.8779], [-0.9224, -4.7633, 1.1206], [3.5889, -0.2008, -2.1271], [-0.8706, -0.7449, -0.8740], [-4.2884, 5.8682, 1.3017], [2.1033, -2.8211, 3.5469], [-4.4643, 4.9705, -0.6410], [-0.4605, -1.6711, 0.1249], [-4.6904, 1.9105, 1.3244], [-0.5298, -3.8292, 1.0855], [-1.3252, 4.8484, 1.1563], [-0.7268, -2.1007, -2.4411], [0.9834, -2.2787, 1.9295], [1.7356, -3.1546, -3.6175], [-1.7402, 0.2600, -0.6591], [-1.9052, -3.3801, -0.6575], [0.8722, -3.5388, -2.1269], [3.7482, -3.3208, 1.4058], [-4.4390, 4.8721, 0.8791], [0.5333, -1.3430, 1.0274], [1.0383, -0.7080, -3.6769]]}

---

Record 4
{"formula": "C3H10S2", "method": "wB97M-V/def2-TZVPD", "multiplicity": 1, "fmax_ha_per_bohr": 0.0168, "smiles": "CCS.CS", "energy_ha": -916.6443, "lumo_ev": 0.81, "e_homo_ev": -8.91, "de_lowest_ev": 0.5355, "elements": ["C", "S", "H", "S", "H", "C", "H", "H", "H", "H", "H", "H", "H", "C", "H"], "xyz": [[1.0453, 2.4538, 1.7296], [1.6299, 3.2739, 3.2432], [1.8972, 2.3800, 1.0564], [0.0001, -0.2819, -0.4888], [0.8446, -0.9457, 0.3083], [-1.0620, -1.7000, -0.9499], [-1.1568, -2.9652, -2.7214], [-2.0475, -1.4687, -2.8838], [2.1053, 2.1868, 3.8608], [0.5664, 1.5144, 1.9307], [-0.3088, -1.5050, -2.9960], [0.2815, 3.0822, 1.2676], [-2.0077, -1.5391, -0.4457], [-1.1563, -1.9102, -2.4433], [-0.6313, -2.5754, -0.4677]]}